Below is C36H49N8O2S2ScSeSiTe as an isolated structure, with properties calculated with wB97M-V/def2-TZVPD.

Properties
- HOMO level (eV) = -5.13
- maximum force (eV/A) = 1.0
- Kohn-Sham gap (eV) = 4.747
- ΔE to the lowest compared entry with this formula, charge and spin (eV) = 0.0000

Each line ends with the Mulliken charge.
Element x y z (Å)
Sc -1.274 -0.403 0.210  0.45
N -3.246 -0.168 -1.164  -0.03
C -3.160 0.917 -2.150  -0.76
C -1.764 0.920 -2.759  -0.45
N -0.737 0.893 -1.701  0.05
H -3.300 -1.070 -1.624  0.15
H -4.065 -0.076 -0.575  0.22
H -3.329 1.856 -1.623  0.23
H -3.908 0.832 -2.944  0.48
H -1.659 1.784 -3.421  0.52
H -1.635 0.027 -3.373  0.27
H -0.683 1.807 -1.253  0.19
H 0.190 0.747 -2.118  -0.08
O -2.112 -3.000 3.198  -0.67
S -2.567 -1.914 2.383  0.87
O -1.873 -0.620 2.437  -0.29
N -2.537 -2.155 0.829  0.73
C -2.590 -3.373 0.184  0.91
C -3.214 -4.517 0.621  -0.61
C -3.150 -5.701 -0.141  -0.93
C -2.466 -5.754 -1.322  -0.87
C -1.805 -4.598 -1.799  0.63
C -1.027 -4.576 -2.975  -0.89
C -0.388 -3.423 -3.333  -1.30
C -0.529 -2.283 -2.528  -0.31
N -1.263 -2.251 -1.440  1.01
C -1.886 -3.400 -1.058  -0.28
C -4.229 -1.550 2.877  0.07
C -4.796 -0.352 2.456  0.29
C -6.101 -0.059 2.817  -0.99
C -6.823 -0.956 3.597  -0.64
C -6.242 -2.140 4.023  -0.76
C -4.935 -2.443 3.663  -0.30
H -3.733 -4.519 1.570  0.41
H -3.648 -6.585 0.236  0.39
H -2.403 -6.672 -1.893  0.40
H -0.934 -5.479 -3.567  0.40
H 0.238 -3.372 -4.214  0.50
H 0.012 -1.378 -2.775  0.40
H -4.201 0.360 1.891  0.27
H -6.550 0.873 2.500  0.43
H -7.841 -0.721 3.881  0.39
H -6.801 -2.830 4.641  0.39
H -4.455 -3.355 3.992  0.52
C 3.904 2.167 1.781  -0.90
C 2.885 1.811 0.677  0.22
N 1.560 2.258 1.074  0.67
C 1.506 3.702 1.118  -0.35
C 2.576 4.232 2.111  -0.57
N 3.188 3.034 2.783  -0.05
C 2.120 2.226 3.469  -1.17
C 1.188 1.688 2.361  0.73
H 4.766 2.728 1.421  0.33
H 4.248 1.285 2.321  0.41
H 2.842 0.728 0.516  -0.44
H 3.149 2.292 -0.267  0.26
H 0.506 4.004 1.420  -0.13
H 1.690 4.104 0.121  0.49
H 2.154 4.862 2.894  0.40
H 3.389 4.767 1.621  0.29
H 3.856 3.353 3.479  0.30
H 1.620 2.890 4.174  0.35
H 2.624 1.431 4.019  0.40
H 0.154 1.953 2.570  -0.93
H 1.250 0.599 2.279  0.08
S 6.729 0.377 -3.573  -0.30
C 4.971 0.364 -3.360  0.56
C 4.300 -0.705 -2.781  -1.21
C 2.932 -0.604 -2.583  -0.25
N 2.221 0.481 -2.906  -0.01
C 2.880 1.501 -3.451  -0.51
C 4.243 1.495 -3.705  -0.72
C 7.063 -1.163 -4.371  0.66
C 6.143 -1.867 -5.137  -0.30
C 6.561 -3.031 -5.763  -0.38
N 7.797 -3.518 -5.691  -0.59
C 8.667 -2.829 -4.958  -0.30
C 8.357 -1.663 -4.279  -0.46
H 4.824 -1.599 -2.473  0.53
H 2.390 -1.397 -2.077  0.50
H 2.288 2.374 -3.708  0.41
H 4.723 2.345 -4.170  0.46
H 5.123 -1.527 -5.251  0.44
H 5.859 -3.599 -6.362  0.35
H 9.672 -3.233 -4.900  0.35
H 9.108 -1.162 -3.682  0.36
Te 1.248 -1.551 0.574  -0.92
C -2.465 1.797 4.278  -0.95
Si -2.708 2.993 2.848  0.63
C -4.518 3.500 2.846  -0.75
C -1.686 4.536 3.272  -1.08
Se -2.103 2.277 0.802  -0.53
H -2.471 2.353 5.221  0.54
H -1.544 1.222 4.211  0.17
H -3.281 1.073 4.311  0.20
H -4.792 3.963 3.798  0.33
H -5.150 2.620 2.706  -0.11
H -4.737 4.203 2.041  0.29
H -2.070 5.044 4.160  0.44
H -1.686 5.242 2.438  0.30
H -0.648 4.257 3.476  0.06